Formula: C14H15CuNO2
Source: OMol25
Level of theory: the ωB97M-V functional and the def2-TZVPD basis

Geometry (Å):
C  -0.5424  1.0234  -3.7449
C  0.8183  0.8427  -3.3379
C  0.9822  1.5174  -2.0872
C  -0.2632  2.1100  -1.7175
C  -1.2017  1.7918  -2.7631
Cu  -0.2193  -0.6969  -1.6770
N  -2.1358  -0.9160  -1.7735
C  0.0870  -2.2938  -2.3403
C  1.4596  -1.7834  -2.3044
H  1.9559  1.6099  -1.5150
H  1.6107  0.3613  -3.9088
H  -0.4614  2.7408  -0.8466
H  -2.2459  2.1499  -2.7869
H  -0.9652  0.6813  -4.6887
H  2.0453  -1.5075  -3.2591
H  -0.4080  -2.9956  -1.5093
H  -2.5274  -1.4111  -0.8615
H  2.1285  -2.0218  -1.4284
H  -0.6350  -2.3089  -3.3756
O  1.1887  -1.3928  0.7258
C  0.4187  -0.4599  0.9985
O  -0.2631  0.2579  0.1573
C  0.1799  -0.1121  2.4473
C  -0.5731  1.0141  2.7829
C  -0.7788  1.3391  4.1185
C  -0.2535  0.5198  5.1395
C  0.4798  -0.6234  4.7963
C  0.7022  -0.9531  3.4602
H  -0.9887  1.6363  1.9932
H  -1.3447  2.2203  4.3882
H  -0.4115  0.7616  6.1941
H  0.8937  -1.2812  5.5691
H  1.2680  -1.8202  3.1549

Output
- ⟨S²⟩ = 0.76
- LUMO level (spin up / spin down) (eV) = 5.059 / 5.059
- orbital gap (spin up / spin down) (eV) = 4.33 / 4.21
- charge = -2
- F_max (eV/A) = 4.2
- 2S+1 = 2
- energy (Eh) = -2387.9716


Formula: C14H15F6N3O11S2V
Source: OMol25
Level of theory: the ωB97M-V functional and the def2-TZVPD basis

Geometry (Å):
V  -0.4205  -0.0839  0.3302
O  -2.9963  1.9806  2.4486
C  -1.9294  1.4883  2.2733
O  -1.7041  0.4868  1.4125
C  -0.6017  1.8403  2.9861
C  0.1775  0.5532  3.2978
C  1.2648  0.8829  4.2976
C  2.2545  1.7741  3.4231
C  1.5718  1.7530  2.0743
O  0.9719  0.3905  2.0666
C  0.3114  2.6664  2.0795
C  -0.1591  2.8466  0.6191
O  -0.4675  3.8798  0.0964
O  -0.0295  1.7113  -0.0738
H  -0.9018  2.3450  3.9198
H  -0.4971  -0.2610  3.4306
H  0.9112  1.4460  5.1549
H  1.8343  0.0078  4.5717
H  2.2988  2.7384  3.9066
H  3.2585  1.3197  3.3928
H  2.2137  1.8034  1.1685
H  0.5217  3.6314  2.4992
C  2.8397  -1.7604  -2.1480
C  1.8844  -1.3841  -1.0793
N  1.3194  -0.2271  -0.9744
O  1.6856  0.6881  -1.8892
C  1.3601  -2.3523  -0.0588
C  1.8150  -3.7081  0.2159
N  0.3805  -1.7986  0.5029
O  -0.5281  -1.8510  1.3537
H  3.5897  -0.9843  -2.1791
H  2.3650  -1.7541  -3.1361
H  3.2879  -2.7346  -2.0083
H  1.1204  1.4692  -1.6812
H  1.6772  -4.3432  -0.6537
H  1.2475  -4.1087  1.0461
H  2.8923  -3.7142  0.4166
F  -2.6255  -3.7817  -1.4471
C  -2.1725  -2.9630  -2.3570
F  -2.7629  -3.1911  -3.5386
F  -0.8443  -3.0873  -2.4567
S  -2.6326  -1.2136  -1.7314
O  -3.5161  -1.5249  -0.6712
O  -1.2171  -0.6892  -1.1770
N  -3.2393  -0.3481  -2.7976
S  -2.6445  0.4138  -4.1596
O  -1.4218  -0.1626  -4.6378
O  -3.7347  0.6989  -5.0005
C  -2.1169  2.0015  -3.4224
F  -2.4943  3.0158  -4.1606
F  -2.6132  2.1591  -2.1869
F  -0.7837  2.0355  -3.3580

Output
- LUMO level (spin up / spin down) (eV) = -6.505 / -6.507
- orbital gap (spin up / spin down) (eV) = 7.28 / 7.27
- charge = +1
- F_max (eV/A) = 2.0
- energy (Eh) = -3873.6008


Formula: C14H15N3O4
Source: OMol25
Level of theory: the ωB97M-V functional and the def2-TZVPD basis

Geometry (Å):
C  -3.5481  -3.0566  0.4728
C  -2.2070  -2.3720  -0.1617
O  -1.9946  -1.3774  0.4497
C  -2.7688  -0.1778  0.4080
O  -3.7359  -0.1411  -0.2316
C  -2.1886  1.0896  1.0482
C  -2.1901  2.5587  0.3693
C  -1.3227  2.2839  -0.9145
N  -0.0299  1.6420  -0.8418
N  0.7452  2.5181  0.1400
C  1.9745  2.1919  0.3309
N  2.3337  0.9305  0.1006
C  1.5934  -0.1007  -0.6859
C  2.3951  -1.1342  -1.0581
C  3.5220  -1.0310  -0.2852
O  4.7395  -1.5845  -0.2387
C  5.5169  -1.0826  0.4786
C  5.0035  0.3287  0.7327
C  3.5862  0.1960  0.0759
C  0.2246  0.3445  -1.0152
O  -0.4591  -0.4604  -1.7211
H  -3.4809  -3.4398  1.4140
H  -3.8164  -4.0319  -0.1734
H  -4.4207  -2.2004  0.3321
H  -1.3219  -2.9143  -0.1147
H  -2.4560  -2.0912  -1.2247
H  -2.8739  1.2321  1.9398
H  -1.1366  0.7539  1.5258
H  -1.7819  3.2458  0.8487
H  -3.1270  2.4679  -0.0217
H  -1.8821  1.4701  -1.7436
H  -1.2123  3.2058  -1.4248
H  2.6235  2.9198  0.5741
H  1.9035  -1.9753  -1.5657
H  6.4033  -1.2993  0.8421
H  5.3897  1.0915  1.3388

Output
- LUMO level (eV) = 0.159
- orbital gap (eV) = 8.50
- charge = 0
- SMILES = CCOC(=O)CCCn1ncn2c(cc3occc32)c1=O
- F_max (eV/A) = 18.3
- energy (Eh) = -1007.3184


Formula: C14H15N8NiS
Source: OMol25
Level of theory: the ωB97M-V functional and the def2-TZVPD basis

Geometry (Å):
Ni  -0.3167  0.7162  -0.8679
C  -3.3098  -2.0568  0.3943
C  -2.2142  -1.0544  0.2348
N  -1.9496  -0.4564  -0.8790
N  -2.6960  -0.6716  -1.9638
C  -2.3490  0.0653  -2.9996
N  -3.1036  -0.0130  -4.0961
S  -0.9650  1.1341  -3.0433
C  -1.3668  -0.6390  1.3617
C  -1.2987  -1.3622  2.5461
C  -0.4654  -0.9221  3.5608
C  0.2550  0.2486  3.3806
C  0.1187  0.9271  2.1811
N  -0.6525  0.4948  1.1874
H  -3.8881  -2.0860  -0.5237
H  -3.9622  -1.7947  1.2285
H  -2.9030  -3.0542  0.5782
H  -3.9063  -0.6193  -4.1064
H  -2.8366  0.4827  -4.9259
H  -1.8802  -2.2670  2.6547
H  -0.3924  -1.4757  4.4875
H  0.8996  0.6407  4.1547
H  0.6216  1.8744  2.0205
N  3.1761  -0.7763  0.2433
C  2.6674  -2.0503  0.2452
C  1.4247  -1.9583  -0.3081
N  1.1780  -0.6630  -0.6638
C  2.2490  0.0329  -0.3141
C  2.2848  1.4606  -0.5243
N  1.1698  2.1216  -0.7974
C  1.5305  3.4181  -1.0271
C  2.8808  3.5450  -0.8808
N  3.3479  2.2942  -0.5726
H  4.0692  -0.5059  0.6181
H  3.2124  -2.8872  0.6438
H  0.7205  -2.7480  -0.5085
H  0.8028  4.1665  -1.2896
H  3.5339  4.3925  -0.9899
H  4.3137  2.0463  -0.4396

Output
- ⟨S²⟩ = 2.01
- LUMO level (spin up / spin down) (eV) = -2.978 / -3.196
- orbital gap (spin up / spin down) (eV) = 7.52 / 7.33
- charge = +1
- F_max (eV/A) = 1.5
- 2S+1 = 3
- energy (Eh) = -2886.9349


Formula: C14H15NO4S
Source: OMol25
Level of theory: the ωB97M-V functional and the def2-TZVPD basis

Geometry (Å):
O  -3.9273  -0.2188  -1.5103
C  -3.9989  -0.7002  -0.4068
O  -3.9323  -2.0058  -0.1803
C  -4.2166  0.0864  0.8653
C  -3.9613  1.5783  0.6587
C  -2.4666  1.9119  0.6497
N  -1.7043  1.1919  -0.3493
S  -0.9409  -0.2207  0.1099
O  -1.1986  -0.4864  1.4998
O  -1.2363  -1.2606  -0.8365
C  0.7959  0.1860  -0.0485
C  1.2121  1.4681  -0.4216
C  2.5492  1.7396  -0.5189
C  3.5126  0.7443  -0.2463
C  4.8976  0.9974  -0.3384
C  5.8069  0.0135  -0.0674
C  5.3758  -1.2690  0.3083
C  4.0414  -1.5481  0.4066
C  3.0778  -0.5547  0.1333
C  1.6923  -0.8050  0.2245
H  -3.6566  -2.4735  -0.9847
H  -3.5540  -0.3245  1.6286
H  -5.2477  -0.0878  1.1814
H  -4.4337  2.1492  1.4590
H  -4.4036  1.8830  -0.2928
H  -2.0202  1.6513  1.6116
H  -2.3322  2.9857  0.4753
H  -2.2041  1.0602  -1.2184
H  0.4639  2.2164  -0.6268
H  2.8884  2.7242  -0.8068
H  5.2262  1.9852  -0.6275
H  6.8654  0.2152  -0.1400
H  6.1097  -2.0329  0.5181
H  3.7017  -2.5320  0.6941
H  1.3314  -1.7811  0.5102

Output
- LUMO level (eV) = 0.177
- orbital gap (eV) = 8.78
- charge = 0
- SMILES = O=C(O)CCCNS(=O)(=O)c1ccc2ccccc2c1
- F_max (eV/A) = 1.1
- energy (Eh) = -1296.4146


Formula: C14H15O4PS3V
Source: OMol25
Level of theory: the ωB97M-V functional and the def2-TZVPD basis

Geometry (Å):
V  2.2822  0.1669  0.1596
S  2.0751  0.0076  2.4365
C  0.9487  -1.3355  2.6291
C  0.3564  -1.5532  3.8743
C  -0.5277  -2.5981  4.0772
C  -0.8362  -3.4496  3.0193
C  -0.2570  -3.2437  1.7799
C  0.6398  -2.1928  1.5581
S  1.3475  -1.9733  -0.0345
H  0.6045  -0.8819  4.6880
H  -0.9748  -2.7457  5.0527
H  -1.5274  -4.2720  3.1598
H  -0.4939  -3.9015  0.9522
O  4.6486  1.9982  -2.2177
S  3.7097  1.3711  -1.3445
O  2.3980  0.9413  -1.9534
O  4.1477  0.0671  -0.6909
O  3.2658  2.1553  -0.1395
C  0.3371  3.1202  -0.5297
P  0.1484  1.3523  -0.1596
C  -0.9960  1.3385  1.2625
C  -0.8663  0.7263  -1.5319
C  -1.9014  -0.1766  -1.3010
C  -2.6413  -0.6836  -2.3584
C  -2.3476  -0.3031  -3.6596
C  -1.3028  0.5777  -3.8989
C  -0.5618  1.0861  -2.8427
H  1.0051  3.2330  -1.3808
H  0.8207  3.5949  0.3236
H  -0.6295  3.5856  -0.7292
H  -1.9592  1.7849  1.0098
H  -0.5239  1.8903  2.0748
H  -1.1341  0.3147  1.6120
H  -2.1240  -0.5047  -0.2937
H  -3.4402  -1.3880  -2.1634
H  -2.9226  -0.7029  -4.4858
H  -1.0495  0.8610  -4.9128
H  0.2820  1.7333  -3.0417

Output
- ⟨S²⟩ = 2.03
- LUMO level (spin up / spin down) (eV) = 2.826 / 2.832
- orbital gap (spin up / spin down) (eV) = 7.47 / 7.55
- charge = -1
- F_max (eV/A) = 0.7
- 2S+1 = 3
- energy (Eh) = -3323.5881


Which of these has the lowest energy? C14H15F6N3O11S2V


Look up the charge of the fifth one. 0